Arrangement i

{"formula": "C7H13NO", "method": "ωB97M-V/def2-TZVPD", "symbols": ["C", "C", "C", "C", "C", "C", "C", "N", "H", "H", "H", "H", "H", "H", "H", "H", "H", "H", "H", "O", "H", "H"], "xyz": [[-1.58, -1.21, 0.89], [-0.62, -0.05, 0.81], [-0.82, 1.14, -0.08], [-2.01, 1.31, -1.00], [0.30, 0.14, -0.41], [0.22, -0.78, -1.61], [1.65, 0.57, -0.09], [2.71, 0.98, 0.13], [-2.10, -1.41, -0.05], [-1.06, -2.12, 1.19], [-2.35, -0.99, 1.65], [-0.14, 0.18, 1.76], [-0.46, 2.08, 0.33], [-2.41, 0.35, -1.36], [-2.82, 1.82, -0.45], [-1.75, 1.92, -1.87], [0.81, -1.69, -1.44], [-0.81, -1.07, -1.81], [0.61, -0.27, -2.51], [4.50, -0.54, 2.09], [4.58, 0.30, 1.60], [3.55, -0.66, 2.23]], "lowdin_charge": [-0.05, -0.23, -0.23, -0.05, -0.39, -0.02, -0.15, 0.17, 0.07, 0.09, 0.09, 0.14, 0.14, 0.07, 0.09, 0.09, 0.10, 0.07, 0.09, -0.09, 0.01, 0.01], "smiles": "C[C@@H]1[C@H](C)[C@@]1(C)C#N.O", "orbital_gap_ev": 10.89, "homo_energy_ev": -10.3}

***

Arrangement ii

{"formula": "C7H13NO", "method": "ωB97M-V/def2-TZVPD", "symbols": ["C", "C", "N", "O", "C", "C", "C", "C", "C", "H", "H", "H", "H", "H", "H", "H", "H", "H", "H", "H", "H", "H"], "xyz": [[-2.73, -0.27, 0.00], [-1.29, -0.05, 0.04], [-0.31, -0.88, 0.10], [-0.30, -2.10, 0.06], [0.97, -0.13, -0.02], [1.89, -0.88, 1.13], [1.42, -0.35, -1.44], [0.68, 1.27, 0.40], [-0.82, 1.38, -0.08], [-3.24, 0.31, 0.81], [-3.05, -1.30, 0.20], [-3.19, 0.05, -0.99], [2.18, -1.92, 0.94], [1.28, -0.99, 2.11], [2.63, -0.20, 1.34], [0.96, -1.29, -1.67], [2.45, -0.39, -1.50], [0.97, 0.33, -2.20], [1.13, 2.16, -0.11], [0.78, 1.49, 1.55], [-1.03, 1.69, -1.16], [-1.40, 2.06, 0.49]], "lowdin_charge": [-0.03, -0.28, -0.25, -0.04, -0.45, 0.00, 0.00, -0.11, -0.12, 0.09, 0.08, 0.11, 0.08, 0.11, 0.03, 0.08, 0.06, 0.10, 0.12, 0.15, 0.14, 0.09], "smiles": "CC1=[N+]([O-])C(C)(C)CC1", "orbital_gap_ev": 9.00, "homo_energy_ev": -8.2}

***

Arrangement iii

{"formula": "C7H13NO", "method": "ωB97M-V/def2-TZVPD", "symbols": ["C", "C", "C", "C", "C", "N", "C", "O", "C", "H", "H", "H", "H", "H", "H", "H", "H", "H", "H", "H", "H", "H"], "xyz": [[-0.43, -1.32, 1.84], [0.23, -0.39, 1.17], [1.35, 0.54, 1.19], [0.98, -0.06, -0.16], [1.89, -1.11, -0.75], [0.21, 0.72, -1.06], [-0.53, -0.01, -2.07], [-0.83, 1.42, -0.10], [-2.09, 1.58, 0.48], [-0.98, -2.10, 1.34], [-0.31, -1.43, 2.91], [2.28, 0.22, 1.65], [1.13, 1.59, 1.36], [1.34, -1.90, -1.25], [2.47, -1.58, 0.05], [2.57, -0.64, -1.46], [-1.19, 0.69, -2.59], [-1.11, -0.84, -1.68], [0.19, -0.38, -2.81], [-2.90, 1.38, -0.23], [-2.13, 2.64, 0.76], [-2.13, 0.99, 1.40]], "lowdin_charge": [0.05, -0.22, -0.03, -0.43, -0.01, -0.01, -0.07, -0.25, -0.12, 0.06, 0.06, 0.11, 0.11, 0.08, 0.09, 0.09, 0.09, 0.10, 0.09, 0.08, 0.09, 0.07], "smiles": "C=C1C[C@]1(C)N(C)OC", "orbital_gap_ev": 9.36, "homo_energy_ev": -8.4}

***

Arrangement iv

{"formula": "C7H13NO", "method": "ωB97M-V/def2-TZVPD", "symbols": ["C", "C", "O", "C", "C", "N", "C", "C", "C", "H", "H", "H", "H", "H", "H", "H", "H", "H", "H", "H", "H", "H"], "xyz": [[0.10, -0.30, -2.21], [0.13, 1.00, -1.45], [-0.56, 1.96, -1.81], [1.34, 1.30, -0.46], [1.25, 0.18, 0.47], [0.80, 0.28, 1.82], [-0.25, -0.33, 0.95], [-1.56, 0.40, 1.01], [-0.38, -1.83, 1.11], [-0.79, -0.86, -1.92], [0.04, -0.09, -3.28], [0.99, -0.92, -2.03], [2.28, 1.29, -1.02], [1.14, 2.27, 0.00], [1.90, -0.66, 0.24], [0.55, 1.24, 2.07], [-2.02, 0.29, 2.00], [-1.45, 1.47, 0.80], [-2.26, -0.01, 0.28], [0.50, -2.36, 0.72], [-1.25, -2.20, 0.57], [-0.49, -2.11, 2.16]], "lowdin_charge": [-0.01, -0.42, 0.05, -0.08, -0.26, 0.06, -0.46, -0.04, -0.05, 0.09, 0.09, 0.08, 0.12, 0.12, 0.13, 0.10, 0.09, 0.08, 0.08, 0.07, 0.08, 0.08], "smiles": "CC(=O)C[C@H]1NC1(C)C", "orbital_gap_ev": 9.30, "homo_energy_ev": -8.5}

***

The data favor arrangement i; the next most stable structure lies 1.032 eV above it.

***

Arrangement i

{"formula": "C2H7O", "method": "ωB97M-V/def2-TZVPD", "symbols": ["O", "H", "C", "C", "H", "H", "H", "H", "H", "H"], "xyz": [[0.93, 2.61, -2.17], [1.88, 2.62, -2.30], [-0.86, -1.21, 0.68], [0.14, -0.10, 0.45], [-1.90, -0.86, 0.77], [-0.82, -1.93, -0.13], [-0.65, -1.81, 1.57], [1.15, -0.46, 0.29], [0.19, 0.62, 1.27], [-0.06, 0.51, -0.43]], "lowdin_charge": [-0.70, -0.25, -0.20, -0.18, 0.05, 0.05, 0.05, 0.06, 0.06, 0.06], "total_charge": -1, "orbital_gap_ev": 5.86, "homo_energy_ev": -1.9}

***

Arrangement ii

{"formula": "C2H7O", "method": "ωB97M-V/def2-TZVPD", "symbols": ["O", "H", "C", "C", "H", "H", "H", "H", "H", "H"], "xyz": [[-2.00, -1.30, 0.88], [-1.87, -2.04, 1.50], [0.91, 0.65, 0.24], [0.03, 0.19, -0.90], [0.36, 1.21, 0.99], [1.75, 1.29, -0.05], [1.37, -0.18, 0.77], [-0.46, 1.05, -1.36], [0.64, -0.39, -1.59], [-0.73, -0.48, -0.47]], "lowdin_charge": [-0.63, -0.22, -0.21, -0.20, 0.05, 0.04, 0.05, 0.05, 0.04, 0.01], "total_charge": -1, "orbital_gap_ev": 6.75, "homo_energy_ev": -2.2}

***

The data favor arrangement ii; the next most stable structure lies 0.147 eV above it.

***

Arrangement i

{"formula": "C5H10ClN", "method": "ωB97M-V/def2-TZVPD", "symbols": ["C", "C", "C", "C", "C", "N", "Cl", "H", "H", "H", "H", "H", "H", "H", "H", "H", "H"], "xyz": [[-0.19, -0.29, 1.80], [-1.14, 0.18, 1.01], [-2.58, 0.21, 1.12], [2.45, -0.24, -1.12], [0.01, 0.00, -1.22], [1.27, 0.57, -1.28], [-1.26, 0.76, -2.25], [0.84, -0.16, 1.59], [-0.35, -0.81, 2.72], [-3.31, -0.47, 0.52], [-2.76, 0.11, 2.16], [-2.80, 1.17, 0.81], [3.13, 0.17, -0.31], [2.23, -1.32, -0.97], [3.08, -0.37, -2.04], [0.06, -1.12, -1.26], [1.32, 1.61, -1.27]], "lowdin_charge": [-0.05, -0.20, -0.14, -0.14, -0.58, -0.16, 0.51, 0.02, 0.04, 0.12, 0.06, 0.03, 0.10, 0.09, 0.08, 0.09, 0.15], "orbital_gap_ev": [8.30, 7.69], "homo_energy_ev": [-7.5, -7.0]}

***

Arrangement ii

{"formula": "C5H10ClN", "method": "ωB97M-V/def2-TZVPD", "symbols": ["C", "C", "C", "C", "C", "N", "Cl", "H", "H", "H", "H", "H", "H", "H", "H", "H", "H"], "xyz": [[1.50, 0.02, 1.14], [0.43, 0.48, 0.39], [0.30, 1.83, -0.29], [-0.75, -0.43, 0.04], [-0.90, -0.75, -1.44], [-0.67, -1.73, 0.86], [-2.30, 0.59, 0.48], [1.50, -0.92, 1.69], [2.35, 0.70, 1.45], [-0.67, 1.92, -0.64], [0.41, 2.66, 0.49], [0.92, 1.70, -1.15], [-1.88, -1.25, -1.57], [-0.08, -1.25, -1.84], [-1.07, 0.16, -1.99], [-1.61, -2.28, 0.61], [-0.79, -1.40, 1.89]], "lowdin_charge": [0.06, -0.37, -0.10, -0.78, -0.10, -0.01, 0.55, 0.05, 0.07, -0.02, 0.13, 0.08, 0.09, 0.07, 0.06, 0.12, 0.10], "smiles": "C=C(C)[C@@](C)(N)Cl", "orbital_gap_ev": 10.42, "homo_energy_ev": -9.5}

***

The data favor arrangement ii; the next most stable structure lies 3.452 eV above it.

***

Arrangement i

{"formula": "C4H11NO", "method": "ωB97M-V/def2-TZVPD", "symbols": ["C", "C", "N", "H", "H", "H", "H", "H", "H", "C", "O", "C", "H", "H", "H", "H", "H"], "xyz": [[-1.30, -1.74, 1.83], [-0.15, -1.16, -0.21], [-1.61, -1.69, 0.29], [-1.02, -2.82, 2.06], [-2.33, -1.63, 2.31], [-0.83, -0.82, 2.39], [0.92, -1.29, 0.37], [0.01, -1.61, -1.30], [-2.33, -0.92, -0.08], [1.29, 0.97, -0.77], [-0.04, 0.24, -0.51], [0.95, 2.35, -1.19], [1.74, 0.27, -1.56], [1.78, 1.37, -0.01], [2.12, 2.85, -1.42], [0.57, 2.88, -0.23], [0.23, 2.73, -1.97]], "mulliken_spin": [0.01, 0.04, 0.05, 0.00, 0.01, 0.00, 0.06, 0.15, 0.00, 0.00, 0.64, 0.01, 0.01, 0.02, 0.00, 0.00, 0.00], "total_charge": 1, "s2": 0.756, "multiplicity": 2, "orbital_gap_ev": [11.88, 5.99], "homo_energy_ev": [-14.9, -14.7]}

***

Arrangement ii

{"formula": "C4H11NO", "method": "ωB97M-V/def2-TZVPD", "symbols": ["C", "C", "N", "C", "C", "H", "H", "H", "H", "H", "H", "H", "H", "H", "H", "H", "O"], "xyz": [[0.03, 1.45, 2.28], [-0.12, 0.27, 1.69], [0.12, 0.10, 0.27], [1.45, -0.18, -0.27], [1.29, -1.02, -1.60], [-0.30, 1.48, 3.32], [0.64, 2.23, 1.85], [-0.56, -0.62, 2.13], [-0.33, 0.78, -0.34], [2.09, 0.70, -0.37], [1.95, -0.90, 0.38], [1.08, -2.01, -1.19], [0.38, -0.82, -2.14], [2.17, -1.19, -2.21], [-1.55, -0.47, -1.17], [-2.47, 0.39, -2.00], [-2.42, -0.48, -1.57]], "mulliken_spin": [0.11, -0.03, 0.79, 0.01, 0.05, 0.00, 0.00, 0.02, -0.02, 0.05, 0.01, 0.00, 0.00, 0.00, 0.00, 0.00, 0.01], "total_charge": 1, "s2": 0.756, "multiplicity": 2, "orbital_gap_ev": [11.53, 6.75], "homo_energy_ev": [-15.5, -15.4]}

***

Arrangement iii

{"formula": "C4H11NO", "method": "ωB97M-V/def2-TZVPD", "symbols": ["C", "C", "H", "H", "H", "H", "H", "H", "C", "C", "O", "N", "H", "H", "H", "H", "H"], "xyz": [[-1.89, 0.02, -1.56], [-1.72, -1.37, -2.16], [-0.93, 0.24, -1.09], [-2.22, 0.79, -2.25], [-2.71, 0.13, -0.85], [-2.68, -1.88, -2.33], [-1.04, -2.01, -1.61], [-1.37, -1.29, -3.20], [1.77, 1.59, 2.20], [1.77, 0.52, 1.09], [2.16, 0.73, -0.06], [1.27, -0.67, 1.43], [1.68, 1.10, 3.16], [1.06, 2.36, 1.92], [1.29, -1.45, 0.81], [0.75, -0.75, 2.29], [2.81, 1.96, 2.20]], "mulliken_spin": [0.00, 0.00, 0.00, 0.00, 0.00, 0.00, 0.00, 0.00, 0.09, -0.03, 0.87, 0.06, 0.01, 0.00, 0.00, 0.00, 0.00], "total_charge": 1, "s2": 0.755, "multiplicity": 2, "orbital_gap_ev": [9.84, 4.71], "homo_energy_ev": [-14.3, -14.3]}

***

The data favor arrangement iii; the next most stable structure lies 1.025 eV above it.